C33H41BCl3N6OS3W | ωB97M-V with the def2-TZVPD basis set

```
89
Properties=species:S:1:pos:R:3:forces:R:3:mulliken_charge:R:1
W -0.0068 0.0973 0.6946 0.786 0.403 -0.339 0.917
C 1.0752 5.1147 1.8482 -0.006 0.054 0.071 -1.937
C 1.3080 4.4437 0.5366 0.047 -0.126 -0.243 0.104
C 2.0665 4.9958 -0.4694 -0.044 -0.060 0.036 -0.391
C 2.2880 4.3061 -1.6805 -0.052 0.002 0.040 -0.078
N 1.7113 3.1408 -1.9004 0.018 -0.055 -0.101 0.102
N 0.9572 2.6106 -0.9483 0.039 0.149 0.179 0.211
B 0.2608 1.2525 -1.3260 -0.237 0.176 -0.141 -0.861
N 1.2048 0.5184 -2.2903 0.269 -0.087 -0.002 0.917
N 0.9871 0.5387 -3.5947 -0.139 0.062 -0.053 -0.583
C 1.9314 0.0627 -4.3797 0.076 -0.080 -0.015 0.168
C 3.1451 -0.4260 -3.8385 -0.055 0.023 0.060 -0.228
C 3.3679 -0.4590 -2.4812 -0.282 0.147 -0.039 0.078
C 4.6075 -0.9888 -1.8448 0.068 -0.033 0.021 -1.910
C 2.2939 0.0356 -1.7184 0.143 -0.051 0.009 0.928
S 2.2606 0.0140 0.0483 -0.191 -0.108 -0.156 -0.377
C 1.6905 0.0669 -5.8750 -0.031 0.023 -0.007 1.959
C 1.8101 -1.3704 -6.4032 0.004 -0.017 0.000 -1.769
C 2.7627 0.9589 -6.5215 0.006 0.004 -0.031 -1.488
C 0.3040 0.6180 -6.2024 0.011 0.005 -0.011 -1.605
N -1.0780 1.5758 -2.0376 -0.283 -0.204 0.003 0.776
N -1.0734 2.5529 -2.9384 0.146 0.036 -0.009 -0.148
C -2.1495 2.7186 -3.6777 -0.079 -0.039 -0.025 0.009
C -3.2574 1.8467 -3.5489 0.052 -0.005 0.059 -0.499
C -3.2805 0.8543 -2.6002 0.260 0.134 0.020 0.128
C -4.4306 -0.0695 -2.3866 -0.095 -0.043 -0.005 -1.957
C -2.1130 0.7802 -1.8150 0.062 0.066 0.000 1.325
S -1.9903 -0.2938 -0.4312 -0.167 -0.101 -0.186 -0.407
C -2.1922 3.8859 -4.6414 -0.005 0.051 0.033 2.127
C -2.5774 3.3830 -6.0402 0.003 -0.012 -0.036 -1.510
C -3.2654 4.8619 -4.1256 0.013 -0.006 -0.021 -1.849
C -0.8430 4.5966 -4.7003 0.013 0.019 -0.022 -1.663
C 0.7791 3.1711 0.2418 -0.050 0.044 0.148 0.811
S -0.0893 2.2723 1.5044 -0.018 0.291 -0.039 -0.363
C 3.1993 4.8652 -2.7510 0.045 -0.012 -0.023 2.150
C 4.6038 5.0159 -2.1422 0.009 0.027 -0.011 -1.767
C 2.6704 6.2412 -3.1838 0.038 0.007 -0.015 -1.462
C 3.2656 3.9322 -3.9584 -0.006 0.013 -0.004 -1.543
H 1.6133 6.0583 1.8904 -0.013 0.006 0.020 0.408
H 1.4139 4.4900 2.6761 -0.002 0.008 0.011 0.444
H 0.0128 5.3196 1.9929 0.001 -0.004 0.025 0.412
H 2.5265 5.9641 -0.3214 -0.005 0.010 0.019 0.494
H 3.9047 -0.7958 -4.5147 0.033 -0.005 0.014 0.496
H 5.3369 -1.2701 -2.6002 0.008 -0.008 0.009 0.427
H 4.3792 -1.8698 -1.2415 0.019 0.001 0.013 0.412
H 5.0600 -0.2431 -1.1892 0.009 -0.007 0.011 0.425
H 2.7902 -1.8076 -6.2097 0.016 0.003 0.002 0.336
H 1.6682 -1.3675 -7.4834 -0.009 0.006 -0.006 0.479
H 1.0496 -2.0194 -5.9663 -0.005 -0.005 0.008 0.414
H 3.7700 0.5633 -6.3846 0.011 -0.004 0.016 0.412
H 2.7293 1.9732 -6.1198 -0.003 0.005 -0.008 0.144
H 2.5818 1.0148 -7.5944 0.003 -0.008 -0.010 0.491
H -0.4863 0.0132 -5.7551 -0.004 -0.004 0.014 0.344
H 0.1646 0.6082 -7.2830 0.013 -0.002 -0.005 0.589
H 0.1938 1.6453 -5.8529 0.004 0.018 0.019 -0.088
H -4.1115 1.9871 -4.1983 -0.025 -0.012 0.011 0.464
H -5.2635 0.2046 -3.0292 -0.007 -0.021 0.002 0.398
H -4.7720 -0.0367 -1.3508 -0.012 -0.014 0.002 0.465
H -4.1449 -1.0981 -2.6150 -0.010 -0.011 0.020 0.386
H -3.6052 3.0222 -6.0858 -0.005 -0.023 0.009 0.444
H -1.9127 2.5879 -6.3815 0.004 0.005 -0.002 0.123
H -2.5009 4.2079 -6.7476 -0.012 0.013 0.004 0.502
H -4.2485 4.3930 -4.0611 -0.009 0.002 -0.003 0.407
H -3.3493 5.7019 -4.8144 0.004 0.006 -0.005 0.484
H -3.0039 5.2552 -3.1419 0.000 0.004 0.009 0.371
H -0.0554 3.9349 -5.0635 0.015 -0.027 0.004 0.056
H -0.5493 4.9748 -3.7210 0.018 0.008 0.030 0.313
H -0.9171 5.4429 -5.3826 -0.009 -0.003 -0.005 0.529
H 4.6233 5.7309 -1.3190 0.000 -0.002 0.021 0.391
H 5.2856 5.3866 -2.9069 0.000 0.008 -0.004 0.477
H 4.9908 4.0605 -1.7831 -0.004 -0.015 0.003 0.369
H 2.6472 6.9538 -2.3588 -0.009 0.011 0.007 0.415
H 1.6705 6.1704 -3.6122 -0.032 -0.015 -0.010 0.134
H 3.3337 6.6530 -3.9438 -0.001 0.003 -0.005 0.476
H 3.6647 2.9527 -3.6879 0.007 -0.013 0.014 0.289
H 3.9263 4.3688 -4.7068 0.000 0.010 0.001 0.651
H 2.2829 3.7896 -4.4084 -0.033 -0.008 -0.004 -0.118
Cl -1.2286 -4.3543 6.2045 0.005 0.033 -0.043 -0.116
C -0.8215 -3.5758 4.7398 -0.068 0.087 0.068 0.389
C -1.2679 -2.2656 4.5230 0.100 -0.182 -0.015 -1.010
C -0.8956 -1.7011 3.3320 -0.069 0.144 -0.058 1.140
Cl -1.4016 -0.0602 2.8755 -0.118 -0.230 0.342 -0.183
C -0.1399 -2.3431 2.3634 -0.072 -0.197 0.138 -0.236
O 0.1303 -1.6741 1.2136 0.011 -0.432 0.184 -0.499
C 0.2919 -3.6482 2.5977 -0.142 0.138 0.088 0.325
Cl 1.2320 -4.4568 1.4238 0.017 -0.006 -0.029 -0.137
C -0.0550 -4.2544 3.7966 0.021 0.041 -0.073 -0.635
H -1.8615 -1.7458 5.2610 -0.013 0.000 0.004 0.497
H 0.2754 -5.2635 4.0007 0.005 -0.006 -0.006 0.483
```
Forces are in eV/Å.

Properties
- gap between HOMO and LUMO (spin up / spin down) (eV) = 5.6 / 5.6
- HOMO (spin up / spin down) (eV) = -16.2155 / -16.2155
- total energy (hartree) = -4352.1341
- charge = +3
- largest force on an atom (eV Å⁻¹) = 0.95